Entry 1:
{
  "formula": "C3H10N2S2",
  "method": "the ωB97M-V functional and the def2-TZVPD basis",
  "charge": 0,
  "e_above_lowest_ev": 0.3766,
  "homo_ev": -8.1,
  "smiles": "NC[C@H](N)CSS",
  "lumo_energy_ev": 0.807,
  "elements": ["S", "S", "N", "N", "C", "C", "C", "H", "H", "H", "H", "H", "H", "H", "H", "H", "H"],
  "xyz": [[2.436041, -0.245411, 0.866123], [4.013880, -0.461449, -0.365119], [-2.601951, 0.325324, -0.082943], [-0.376257, 0.000624, 1.532894], [-0.182844, -0.256156, 0.094592], [1.183572, 0.344514, -0.285775], [-1.292413, 0.435972, -0.719259], [-2.880615, -0.631813, 0.092344], [1.062232, 1.428474, -0.333810], [1.475081, 0.059663, -1.304565], [-1.076968, 1.505499, -0.737259], [-1.200361, 0.016031, -1.726405], [-0.147135, -1.321923, -0.140423], [-0.309909, -0.856559, 2.064428], [-1.274977, 0.450042, 1.682985], [-3.251315, 0.902139, -0.606589], [4.423937, -1.694972, -0.031223]],
  "forces_ev_per_angstrom": [[-0.6, 0.4, 0.9], [1.2, 0.1, -0.7], [0.6, 0.3, -0.2], [0.1, -0.2, -0.3], [0.2, 0.8, 0.5], [-0.8, -0.4, -1.1], [0.4, -0.3, 0.4], [-0.4, 0.2, -0.4], [0.4, 0.1, 0.6], [0.0, -0.2, 0.2], [0.1, 0.0, -0.3], [-0.3, 0.2, -0.2], [-0.2, -0.1, 0.1], [-0.2, 0.2, 0.1], [0.1, -0.3, 0.1], [-0.3, -0.7, 0.3], [-0.3, -0.1, 0.0]]
}



Entry 2:
{
  "formula": "C7H13N",
  "method": "the ωB97M-V functional and the def2-TZVPD basis",
  "charge": 1,
  "e_above_lowest_ev": 3.6112,
  "homo_ev": [-13.1, -13.1],
  "lumo_energy_ev": [-3.284, -8.612],
  "multiplicity": 2,
  "elements": ["N", "C", "C", "C", "C", "C", "C", "C", "H", "H", "H", "H", "H", "H", "H", "H", "H", "H", "H", "H", "H"],
  "xyz": [[0.947352, 0.622948, -2.657831], [-1.906062, -1.669485, 0.365034], [0.447486, 0.623037, 0.800996], [-0.977252, -1.423178, 1.293461], [1.638680, 0.659361, 1.334435], [0.025357, 1.075631, -0.523634], [0.338446, -0.005131, -1.495399], [-0.716872, 0.015064, 1.524759], [0.779044, 0.166992, -3.536246], [0.723197, 1.919960, -0.899850], [2.064375, 0.352331, 2.282476], [-1.551592, 0.607775, 1.309959], [-2.317186, -0.775168, -0.167835], [-0.416835, -0.728211, -1.880586], [-0.520962, 0.114508, 2.650714], [-2.430974, -2.616958, 0.280387], [2.528856, 1.058031, 0.803909], [-0.846112, 1.637822, -0.691006], [1.737020, 1.104814, -2.419614], [-0.498705, -2.055485, 1.986434], [1.019717, -0.798827, -0.911825]],
  "forces_ev_per_angstrom": [[-2.5, -3.7, 1.8], [-0.4, 0.0, 0.5], [-1.8, -0.5, 2.0], [-1.5, 1.1, -1.6], [3.3, 0.9, -0.8], [3.7, 1.8, -1.5], [-0.2, -1.8, -1.9], [2.0, 0.4, 3.3], [0.3, 0.3, -0.8], [-0.4, -0.8, 0.9], [-1.2, -0.5, 0.3], [-1.5, 0.7, -0.2], [0.1, -1.1, 0.4], [-0.1, 0.8, 0.5], [-0.3, 0.1, -1.4], [0.4, 0.0, -0.5], [-0.8, 0.1, -0.3], [-1.9, -0.1, 0.3], [2.6, 2.2, -0.1], [0.3, -1.3, 0.3], [-0.3, 1.4, -1.3]]
}



Entry 3:
{
  "formula": "C44H38MnN2O2SSi",
  "method": "the ωB97M-V functional and the def2-TZVPD basis",
  "charge": 1,
  "homo_ev": [-11.0, -11.0],
  "lumo_energy_ev": [-3.858, -4.180],
  "multiplicity": 5,
  "elements": ["Mn", "S", "Si", "O", "O", "N", "N", "C", "C", "C", "C", "C", "C", "C", "C", "C", "C", "C", "C", "C", "C", "C", "C", "C", "C", "C", "C", "C", "C", "C", "C", "C", "C", "C", "C", "C", "C", "C", "C", "C", "C", "C", "C", "C", "C", "C", "C", "C", "C", "C", "C", "H", "H", "H", "H", "H", "H", "H", "H", "H", "H", "H", "H", "H", "H", "H", "H", "H", "H", "H", "H", "H", "H", "H", "H", "H", "H", "H", "H", "H", "H", "H", "H", "H", "H", "H", "H", "H", "H"],
  "xyz": [[1.640806, -1.230594, -0.863670], [-1.275004, 0.469327, -1.682495], [1.957404, 1.323012, 1.311970], [-0.186548, -0.546890, -1.331837], [2.076599, 0.221866, 0.106277], [2.710886, -3.650646, -2.079515], [1.592324, -3.117604, -1.955250], [2.682429, 5.483485, -0.701529], [1.463944, 4.836492, -0.852375], [-3.729234, -3.153966, 0.042161], [-0.413257, 2.217638, 2.680969], [0.533387, -3.841815, -2.614559], [-1.660874, 2.062603, 3.270479], [-4.860772, -1.328991, -1.695370], [-0.293010, -5.740354, -3.819729], [6.115274, -2.856764, -1.042358], [-5.107260, -3.115849, -0.110210], [5.889191, -1.709678, -0.295275], [0.755069, -5.087458, -3.202339], [4.296693, -0.094879, 4.492946], [3.070334, 1.161625, 2.815392], [-1.565835, -5.176549, -3.846213], [-0.728844, -3.276426, -2.646285], [-1.636532, -0.269381, 2.693824], [2.254123, 2.994538, 0.523829], [3.690051, 4.890345, 0.044314], [3.765662, -2.999710, -1.440925], [-5.411554, 2.734827, -0.213332], [-3.868916, 4.034310, -1.517564], [3.916013, 2.251291, 4.814473], [-2.863444, 3.120397, -1.241031], [-2.675580, -0.418378, -2.408304], [-5.145923, 3.840167, -1.008956], [3.604083, -0.038681, 3.291030], [1.261279, 3.603851, -0.249836], [3.515715, -1.856945, -0.672323], [3.475179, 3.661691, 0.654112], [4.598721, -1.208023, -0.116912], [-2.272073, 0.815030, 3.282849], [-2.067948, 0.977149, -0.143981], [4.458280, 1.052092, 5.254481], [3.230314, 2.303731, 3.609571], [-0.404079, -0.095206, 2.079178], [-3.473745, -1.370470, -1.558256], [5.042180, -3.512048, -1.626225], [-5.673621, -2.196002, -0.982113], [-1.781794, -3.944725, -3.253844], [-3.130678, 1.997182, -0.459291], [-4.410418, 1.812962, 0.053421], [0.234354, 1.146514, 2.058841], [-2.916057, -2.285758, -0.672423], [-2.155151, 2.912207, 3.723604], [-5.932078, 4.549607, -1.229687], [7.121146, -3.228653, -1.178588], [-2.484619, 0.088907, 0.327784], [5.170771, -4.398061, -2.233482], [-4.620325, 0.944439, 0.667041], [2.845497, 6.447058, -1.166283], [-1.864792, 3.293817, -1.626762], [-2.382519, -5.702361, -4.321829], [6.723699, -1.184704, 0.151287], [4.704283, -1.036339, 4.838583], [-2.279656, -0.871726, -3.319807], [-3.227889, 0.681562, 3.773064], [-3.279756, -3.869797, 0.718041], [0.674307, 5.294912, -1.434860], [-3.655126, 4.903822, -2.124739], [-3.315810, 0.411037, -2.719033], [-2.772023, -3.506688, -3.252730], [0.306779, 3.108525, -0.383533], [4.272555, 3.216201, 1.236558], [-5.736969, -3.792990, 0.450815], [4.028696, 3.148622, 5.409048], [-2.102263, -1.246973, 2.721574], [0.058578, 3.194937, 2.689729], [4.644734, 5.388238, 0.154218], [-1.281027, 1.366646, 0.497391], [4.458990, -0.299614, 0.447580], [2.814560, 3.251268, 3.287344], [-0.869379, -2.309550, -2.195553], [-6.746862, -2.150500, -1.109625], [-5.307696, -0.610126, -2.372675], [4.995920, 1.010662, 6.192651], [1.737271, -5.534949, -3.164371], [-6.399428, 2.590811, 0.203815], [3.461874, -0.957722, 2.734275], [0.079937, -0.959323, 1.631935], [-0.119533, -6.702797, -4.281352], [-1.843992, -2.328739, -0.517220]],
  "forces_ev_per_angstrom": [[0.1, 0.5, 0.3], [-0.1, 0.4, 0.0], [-0.1, 0.2, 0.1], [-0.2, -0.4, 0.0], [0.0, -0.4, 0.2], [0.1, -0.1, 0.0], [-0.1, 0.0, -0.1], [0.0, 0.0, 0.0], [0.0, 0.0, 0.0], [0.0, 0.0, 0.0], [0.0, 0.1, -0.1], [-0.1, 0.0, 0.0], [0.0, 0.0, 0.0], [0.0, 0.0, 0.0], [0.0, 0.0, 0.0], [0.0, 0.1, 0.0], [0.0, 0.0, 0.0], [0.0, -0.1, 0.0], [0.1, 0.0, 0.1], [0.0, 0.0, 0.0], [0.1, -0.1, -0.2], [0.0, 0.0, 0.0], [0.1, 0.1, 0.0], [0.1, 0.0, 0.2], [-0.1, 0.1, 0.1], [0.0, 0.0, 0.0], [-0.1, -0.1, 0.0], [0.0, 0.0, 0.0], [-0.1, 0.0, 0.0], [0.0, 0.0, 0.0], [0.0, 0.0, 0.1], [0.1, 0.0, 0.0], [0.0, 0.0, 0.0], [-0.1, 0.0, 0.0], [0.1, 0.0, 0.0], [0.2, 0.0, -0.4], [0.0, 0.0, -0.1], [0.0, 0.1, 0.1], [0.0, 0.0, 0.0], [-0.2, 0.1, -0.3], [0.0, 0.0, 0.0], [0.1, -0.1, 0.0], [0.2, -0.1, 0.5], [-0.1, 0.1, 0.0], [0.0, -0.1, 0.0], [0.0, 0.0, 0.0], [0.0, -0.1, -0.1], [0.0, 0.0, -0.1], [0.0, 0.0, 0.0], [0.1, 0.0, 0.0], [0.1, 0.0, 0.2], [0.0, 0.0, 0.0], [0.0, 0.0, 0.0], [0.0, 0.0, 0.0], [0.0, 0.1, -0.1], [0.0, 0.0, 0.0], [0.0, 0.0, 0.0], [0.0, 0.0, 0.0], [0.0, 0.0, 0.0], [0.0, 0.0, 0.0], [0.0, 0.0, 0.0], [0.0, 0.0, 0.0], [0.0, -0.1, 0.0], [0.0, 0.0, 0.0], [0.0, 0.0, 0.0], [0.0, 0.0, 0.0], [0.0, 0.0, 0.0], [0.0, 0.0, -0.1], [0.0, 0.0, 0.0], [-0.1, 0.0, 0.0], [0.0, 0.0, 0.0], [0.0, 0.0, 0.0], [0.0, 0.0, 0.0], [0.0, 0.0, 0.0], [0.0, 0.0, 0.0], [0.0, 0.0, 0.0], [-0.1, 0.1, -0.3], [0.0, 0.1, 0.1], [0.0, 0.0, 0.0], [0.1, -0.1, -0.1], [0.0, 0.0, 0.0], [0.0, 0.0, 0.0], [0.0, 0.0, 0.0], [0.0, 0.0, 0.0], [0.0, 0.0, 0.0], [0.0, 0.0, -0.1], [0.0, 0.0, 0.0], [0.0, 0.0, 0.0], [-0.2, 0.0, 0.0]]
}



Entry 4:
{
  "formula": "C22H22CdFI2N3O5S4",
  "method": "the ωB97M-V functional and the def2-TZVPD basis",
  "charge": -2,
  "e_above_lowest_ev": 1.6271,
  "homo_ev": -1.1,
  "lumo_energy_ev": 3.643,
  "elements": ["I", "I", "Cd", "S", "S", "S", "S", "F", "O", "O", "O", "O", "O", "N", "N", "N", "C", "C", "C", "C", "C", "C", "C", "C", "C", "C", "C", "C", "C", "C", "C", "C", "C", "C", "C", "C", "C", "C", "H", "H", "H", "H", "H", "H", "H", "H", "H", "H", "H", "H", "H", "H", "H", "H", "H", "H", "H", "H", "H", "H"],
  "xyz": [[-3.086440, -2.179415, -3.028236], [-4.944675, 0.932688, -2.388351], [-0.413568, -1.007305, -1.892939], [-1.561826, -4.002171, -4.771845], [0.558967, -1.497915, -5.376456], [-0.999116, -2.575067, -6.158794], [-0.170012, 0.034204, -4.187011], [-4.955551, 1.315809, 2.658139], [-1.046434, -1.870854, -0.025160], [1.476270, 0.242382, -1.297455], [-1.370229, 1.024490, -0.816638], [5.198830, -5.739868, -2.477946], [2.907682, 1.531139, -0.155179], [1.110538, -2.813511, -2.259041], [0.158988, 3.266711, 2.179780], [3.512305, -7.077660, -3.166988], [0.757193, -4.077794, -2.077884], [-1.640994, 1.934436, 1.321537], [2.383468, -2.514130, -2.512296], [3.361228, -3.490728, -2.611989], [-3.695043, 1.797308, 2.515857], [-1.938308, 3.157708, 3.401462], [1.439988, 5.374695, 2.144072], [1.662445, -5.119477, -2.191055], [0.984050, 2.645336, 1.287118], [-1.147076, 2.806956, 2.294767], [-1.333280, 4.043114, 4.452953], [4.011355, -5.889807, -2.695975], [-2.936802, 1.424419, 1.442161], [0.701217, 4.355327, 3.005414], [-3.218416, 2.657418, 3.497215], [-0.129914, -1.823225, 1.003871], [1.773646, 1.122244, -0.456333], [-0.810790, 1.513643, 0.158082], [-4.107600, -0.880640, -1.610083], [0.612604, 1.762283, 0.334220], [2.987481, -4.819802, -2.478604], [-0.412452, 5.047853, 3.779801], [-0.996215, 5.659750, 3.084767], [2.595262, -1.459482, -2.641425], [0.762444, 5.781924, 1.391463], [-4.935106, -1.413758, -1.156596], [2.295248, 4.941038, 1.630479], [-0.574326, -2.178200, 1.954285], [-3.377080, -0.573343, -0.868989], [1.327307, -6.137928, -2.046930], [0.265423, -0.810645, 1.216951], [2.620351, -7.074335, -3.632270], [2.041735, 2.868626, 1.349812], [4.390407, -3.233944, -2.819379], [0.766824, -2.452829, 0.831342], [0.045244, 5.723746, 4.505140], [-0.754880, 3.436777, 5.159724], [4.200435, -7.736880, -3.488745], [1.798435, 6.192919, 2.772536], [-3.852155, 2.909666, 4.338954], [-3.301909, 0.736201, 0.692600], [-0.288909, -4.251623, -1.862251], [-2.115279, 4.544851, 5.025796], [1.407013, 3.916672, 3.722542]],
  "forces_ev_per_angstrom": [[-0.5, -0.2, 0.1], [0.0, 0.0, 0.0], [0.2, 0.3, -0.2], [0.1, 0.0, -0.1], [0.0, 0.1, 0.0], [0.0, -0.1, 0.1], [0.0, -0.1, -0.1], [0.0, 0.0, 0.0], [-0.1, 0.1, -0.2], [0.1, 0.0, 0.3], [0.1, 0.0, 0.0], [0.0, 0.0, 0.0], [0.0, 0.0, -0.1], [0.2, 0.0, 0.2], [0.0, 0.0, 0.0], [0.0, 0.0, 0.0], [-0.1, 0.0, -0.1], [0.0, 0.0, 0.0], [-0.1, -0.1, -0.1], [0.0, 0.0, -0.1], [0.0, 0.0, 0.0], [0.0, 0.0, 0.0], [0.0, 0.0, 0.0], [0.0, 0.0, 0.0], [0.0, 0.0, 0.0], [0.0, 0.0, 0.0], [0.0, 0.0, 0.0], [0.0, 0.0, 0.0], [0.0, 0.0, 0.0], [0.0, 0.0, 0.0], [0.0, 0.0, 0.0], [0.0, 0.0, 0.1], [0.0, 0.0, 0.0], [-0.1, 0.1, 0.1], [0.1, 0.0, 0.0], [0.0, 0.0, 0.0], [0.0, 0.0, 0.0], [0.0, 0.0, 0.0], [0.0, 0.0, 0.0], [0.0, 0.0, 0.1], [0.0, 0.0, 0.0], [0.0, 0.0, 0.0], [0.0, 0.0, 0.0], [0.0, 0.0, 0.0], [0.0, -0.1, 0.0], [0.0, 0.0, 0.0], [0.0, 0.0, 0.0], [0.0, 0.0, 0.0], [0.0, 0.0, 0.0], [0.0, 0.0, 0.0], [0.0, 0.0, 0.0], [0.0, 0.0, 0.0], [0.0, 0.0, 0.0], [0.0, 0.0, 0.0], [0.0, 0.0, 0.0], [0.0, 0.0, 0.0], [0.0, 0.1, 0.0], [0.0, 0.0, 0.0], [0.0, 0.0, 0.0], [0.0, 0.0, 0.0]]
}